1.
A molecular structure, C24H22BN8PReSe2. Source: the OMol25 dataset; level of theory: the ωB97M-V functional and the def2-TZVPD basis.

Results
HOMO energy (alpha / beta) ... -17.082 / -17.083 eV
Frontier orbital gap (alpha / beta) ... 5.62 / 5.14 eV
ΔE to the lowest compared entry with this formula, charge and spin ... 42.8 kcal/mol

```
! wB97M-V def2-TZVPD RIJCOSX def2/J DEFGRID3
* xyz 3 3
Re -1.057 0.343 -2.278
C -0.968 4.474 -3.443
C -1.104 3.149 -3.792
N -1.033 2.378 -2.682
N -0.851 3.221 -1.606
C -0.824 4.484 -2.063
B -1.003 2.620 -0.182
N -2.358 1.834 -0.155
C -3.510 2.014 0.490
C -4.418 1.031 0.101
C -3.746 0.244 -0.803
N -2.494 0.750 -0.969
N 0.139 1.436 -0.085
C 0.770 0.805 1.079
C 2.116 0.338 0.503
C 1.692 -0.044 -0.925
N 0.392 0.667 -1.097
N -0.849 3.529 0.953
C -1.180 3.316 2.275
C -0.788 4.411 2.979
C -0.218 5.273 2.011
N -0.273 4.764 0.801
H -0.975 5.327 -4.100
H -1.226 2.705 -4.768
H -0.697 5.296 -1.366
H -3.620 2.823 1.196
H -5.433 0.910 0.442
H -4.076 -0.627 -1.348
H 0.807 1.477 1.933
H 2.869 1.117 0.613
H 2.353 0.188 -1.757
H -1.665 2.409 2.607
H -0.891 4.585 4.037
H 0.205 6.254 2.160
Se -0.456 -0.693 1.620
P 0.092 -2.115 -0.041
Se -1.098 -2.090 -1.984
C 1.741 -1.564 -0.532
C 2.565 -1.123 0.740
C 4.045 -1.308 0.559
C 4.570 -1.976 -0.460
C 3.732 -2.611 -1.492
C 2.411 -2.465 -1.536
C -0.028 -3.718 0.650
C 1.055 -4.606 0.648
C 0.887 -5.853 1.226
C -0.334 -6.208 1.785
C -1.409 -5.322 1.781
C -1.266 -4.074 1.212
H 2.245 -1.548 1.694
H 4.674 -0.890 1.337
H 5.643 -2.098 -0.528
H 4.218 -3.227 -2.238
H 1.817 -2.944 -2.304
H 2.007 -4.333 0.215
H 1.714 -6.550 1.240
H -0.453 -7.188 2.228
H -2.354 -5.612 2.221
H -2.108 -3.389 1.204
*
```

---

2.
C3H4N2O in the gas phase. Source: the OMol25 dataset; level of theory: the ωB97M-V functional and the def2-TZVPD basis.

Results
HOMO energy ... -8.916 eV
Structure (SMILES) ... C1=NN2C[C@@H]2O1
Frontier orbital gap ... 9.93 eV
ΔE to the lowest compared entry with this formula, charge and spin ... 89.6 kcal/mol

```
! wB97M-V def2-TZVPD RIJCOSX def2/J DEFGRID3
* xyz 0 1
C 1.501 -0.123 0.308
N 1.156 1.035 0.102
N -0.093 0.970 -0.449
C -1.171 0.343 0.281
C -0.342 -0.563 -0.617
O 0.753 -1.180 -0.065
H 2.389 -0.326 0.716
H -2.090 0.738 -0.186
H -1.326 0.165 1.407
H -0.776 -1.058 -1.497
*
```

---

3.
4 unconnected molecules or ions with the total composition C4H12O3. Source: the OMol25 dataset; level of theory: the ωB97M-V functional and the def2-TZVPD basis.

Results
HOMO energy ... -8.459 eV
Structure (SMILES) ... C=CC=C.O.O.O
Frontier orbital gap ... 8.73 eV
ΔE to the lowest compared entry with this formula, charge and spin ... 88.8 kcal/mol

```
! wB97M-V def2-TZVPD RIJCOSX def2/J DEFGRID3
* xyz 0 1
C 2.236 3.714 1.199
C 1.561 3.427 0.076
C 1.011 4.331 -0.990
C -0.373 4.190 -1.387
H 2.280 4.748 1.448
H 2.911 2.983 1.740
H 0.954 2.479 0.135
H 1.484 5.288 -0.827
H -0.733 4.970 -2.116
H -1.122 3.482 -0.946
O -1.701 -5.412 0.311
H -2.697 -5.301 0.170
H -1.235 -4.853 -0.300
O -1.233 -3.353 -1.660
H -0.651 -3.869 -2.373
H -2.070 -3.341 -2.109
O -0.179 -2.923 2.258
H -0.235 -3.674 3.025
H -0.597 -3.374 1.501
*
```

---

4.
A molecular structure, C20H27CeCl2N6O7S. Source: the OMol25 dataset; level of theory: the ωB97M-V functional and the def2-TZVPD basis.

Results
HOMO energy (alpha / beta) ... -15.098 / -15.098 eV
Frontier orbital gap (alpha / beta) ... 8.77 / 8.77 eV

```
! wB97M-V def2-TZVPD RIJCOSX def2/J DEFGRID3
* xyz 2 2
Ce -1.193 -0.422 -1.759
O 1.026 -0.138 -2.966
C 0.842 1.037 -3.846
C 0.192 2.060 -2.912
C 0.957 2.994 -2.183
C 0.348 3.960 -1.386
C -1.040 3.933 -1.414
C -1.739 2.908 -1.994
N -1.154 1.953 -2.762
H 1.292 -0.894 -3.569
H 0.117 0.736 -4.554
H 1.777 1.435 -4.131
H 2.037 2.990 -2.312
H 0.928 4.669 -0.780
H -1.669 4.637 -0.851
H -2.815 2.864 -1.932
Cl -5.617 1.268 -3.832
C -5.166 -0.331 -3.329
Cl -6.435 -1.000 -2.163
C -3.707 -0.369 -2.828
O -2.778 -0.713 -3.622
O -3.526 -0.068 -1.570
H -5.307 -1.015 -4.215
C 5.614 1.054 5.006
C 4.342 0.263 5.031
S 3.588 -0.055 3.396
O 4.478 0.301 2.341
O 3.083 -1.435 3.481
C 2.264 1.189 3.445
C 0.871 0.789 3.710
N -0.013 0.780 2.507
C 0.232 0.128 1.322
N -0.849 0.238 0.567
C -1.780 1.010 1.219
C -1.196 1.514 2.324
N -1.656 2.464 3.191
O -0.982 2.760 4.252
O -2.651 3.089 2.810
C 1.415 -0.637 0.938
H 5.635 1.623 5.940
H 5.558 1.745 4.186
H 6.533 0.432 4.993
H 3.707 0.814 5.761
H 4.449 -0.779 5.488
H 2.361 1.645 2.470
H 2.548 1.916 4.206
H 0.358 1.495 4.411
H 0.781 -0.230 4.147
H -2.817 1.261 0.828
H 1.695 -1.402 1.666
H 2.301 0.031 0.769
H 1.148 -1.136 0.018
C -2.668 -5.523 -3.083
N -1.727 -4.464 -2.602
C -0.354 -4.443 -2.794
C 0.113 -3.450 -1.983
N -0.952 -2.893 -1.243
C -2.038 -3.566 -1.558
H -2.218 -6.567 -3.219
H -3.226 -5.178 -4.004
H -3.441 -5.577 -2.292
H 0.086 -5.049 -3.632
H 1.161 -3.286 -1.797
H -3.119 -3.367 -1.305
*
```

---

Number 1: largest force on an atom 0.7 eV/Å. Number 2: largest force on an atom 3.8 eV/Å. Number 3: largest force on an atom 5.4 eV/Å. Number 4: largest force on an atom 5.1 eV/Å.